C6H14O2 as an isolated structure. Source: the OMol25 dataset; level of theory: wB97M-V/def2-TZVPD.

XYZ file:
```
22
Properties=species:S:1:pos:R:3:forces:R:3
C 2.159098 -0.123656 1.529757 -1.8 1.8 -1.9
C 0.975932 -0.723066 0.763082 0.6 -0.4 -1.8
C 1.410304 -1.875952 -0.212767 0.8 1.0 -0.8
C -0.965202 0.127483 -0.410920 0.1 0.1 -2.6
C -1.816397 0.546478 0.668872 -3.3 1.7 1.3
C -1.274925 1.056740 -1.654834 0.9 -2.0 0.3
H 1.782179 0.909816 1.944563 1.2 -2.2 -0.3
H 2.554795 -0.888167 2.159931 0.3 0.0 1.0
H 2.859486 0.035271 0.689171 0.2 0.4 0.8
H 0.228774 -1.154810 1.359273 -1.1 -0.3 1.4
H 0.475554 -2.180462 -0.788279 1.6 0.1 0.5
H 1.984468 -2.755060 0.179018 -1.1 0.6 0.3
H 2.216539 -1.383896 -0.850606 -1.4 -0.6 0.1
H -1.136904 -0.926959 -0.650949 -0.1 0.0 -0.3
H -2.881601 0.242881 0.518111 0.6 0.0 -0.1
H -1.510302 0.018203 1.538529 0.2 0.1 1.2
H -1.880698 1.685976 0.759561 0.6 -1.7 0.3
H -0.531979 0.761859 -2.506100 -1.7 0.5 1.1
H -2.401960 0.968047 -1.895875 1.9 -0.1 0.0
H -1.655783 2.996799 -1.931786 3.7 -2.6 3.9
O 0.364870 0.323286 -0.050854 1.9 -0.4 0.4
O -0.956245 2.339189 -1.156898 -4.0 3.8 -4.8
```
Forces are in eV/Å.

The value obtained for the electronic energy is -387.3801 a.u. For the relative energy (zero: lowest compared OMol25 entry of this formula, charge and spin), the calculation gives 79.9 kcal per mole. As for the total charge: 0. The value obtained for the LUMO energy is 0.57 eV. The highest occupied orbital energy is -9.50 eV. For the frontier orbital gap, the calculation gives 0.3701 Eh.